Here is a molecular structure, C38H41ClN5O4P2Re from OMol25. Energies are from wB97M-V/def2-TZVPD.

Geometry as XYZ:
```
92
Properties=species:S:1:pos:R:3:forces:R:3
Re -0.6396 0.6248 -0.3191 1.73 -1.02 1.77
N -1.4276 2.0579 1.0235 -0.21 -0.13 -0.24
C -0.8338 1.8945 2.3861 0.05 0.03 0.06
C -1.7370 2.3879 3.5065 -0.04 -0.02 0.01
C -0.9467 2.5845 4.8118 0.07 0.00 0.07
C -1.6420 2.0890 6.0756 0.03 -0.03 0.12
N -1.9389 0.6617 5.9571 -0.02 0.00 -0.16
C -2.9265 0.0070 6.5505 0.06 -0.01 0.16
N -3.1446 -1.2735 6.2331 -0.01 0.00 -0.01
N -3.7170 0.6003 7.4427 0.02 0.01 -0.03
C -0.4204 0.4210 2.5302 -0.09 0.31 0.77
O -0.5299 -0.1881 3.5691 0.08 0.08 -0.45
O 0.1095 -0.0662 1.4323 -0.48 0.05 -1.60
H -1.3566 3.0273 0.7263 0.05 0.04 -0.02
H -2.4253 1.8353 1.0724 0.00 0.04 0.06
H 0.0996 2.4644 2.3710 -0.02 -0.02 0.06
H -2.5426 1.6607 3.6398 -0.02 0.01 0.02
H -2.2004 3.3321 3.2131 -0.01 -0.01 -0.03
H -0.7248 3.6425 4.9540 0.03 -0.02 0.01
H 0.0169 2.0736 4.7494 0.00 0.01 -0.02
H -2.5605 2.6478 6.2603 -0.07 -0.02 -0.10
H -0.9723 2.2512 6.9218 -0.06 0.06 0.05
H -1.3697 0.1533 5.2860 -0.05 0.01 0.00
H -2.5173 -1.7571 5.6127 -0.01 0.00 0.00
H -3.7860 -1.8360 6.7665 0.01 -0.01 0.02
H -3.5137 1.5181 7.7974 0.02 0.01 0.01
H -4.4531 0.0889 7.9004 -0.02 0.01 -0.01
Cl -6.9132 -1.9269 -3.2351 0.07 0.02 0.04
C -5.5544 -1.4319 -2.3054 -0.09 -0.03 -0.06
C -5.4040 -1.9299 -0.9888 -0.01 -0.01 -0.01
C -4.3481 -1.5650 -0.1988 0.06 0.05 0.00
C -3.3646 -0.6856 -0.6873 -0.26 -0.20 0.11
O -2.3776 -0.3393 0.0989 -0.12 0.46 -0.58
C -3.5044 -0.1893 -2.0169 0.06 0.06 -0.11
C -2.5882 0.6910 -2.5884 -0.27 -0.09 -0.13
O -1.5029 1.1140 -2.0593 0.26 -0.15 0.54
C -4.6292 -0.5760 -2.8092 0.01 0.01 0.01
H -6.1503 -2.6165 -0.6101 0.00 0.00 0.00
H -4.2423 -1.9494 0.8059 -0.01 -0.01 0.00
H -2.7895 1.0814 -3.5861 0.02 -0.01 0.00
H -4.7334 -0.1856 -3.8135 0.01 0.00 0.00
C 2.7163 2.4799 1.1351 0.14 -0.08 -0.17
N 2.8439 1.2866 0.2663 -1.01 0.77 -0.68
P 3.4251 -0.1581 0.8696 -0.91 -1.74 0.45
C 4.5256 -0.8972 -0.3308 0.40 0.53 0.08
C 4.4650 -2.2699 -0.5565 -0.01 0.10 0.00
C 5.3819 -2.8557 -1.4166 0.02 0.02 -0.01
C 6.3475 -2.0750 -2.0367 0.02 -0.02 -0.02
C 6.4070 -0.7042 -1.8053 0.02 0.05 -0.09
C 5.4949 -0.1061 -0.9545 0.05 -0.28 -0.11
C 4.2406 0.1033 2.4336 0.20 0.30 -0.09
C 3.8011 -0.6538 3.5198 0.01 0.09 0.03
C 4.4744 -0.5643 4.7300 0.01 0.02 0.00
C 5.5696 0.2773 4.8514 0.02 0.02 0.00
C 6.0060 1.0341 3.7674 0.04 0.03 0.04
C 5.3499 0.9478 2.5539 0.00 -0.10 0.14
P 1.6083 1.2499 -0.9904 0.45 0.68 -0.26
C 2.0101 2.7029 -1.9549 -0.06 -0.04 0.02
C 3.3385 3.0603 -2.1991 0.02 -0.02 0.05
C 3.6214 4.1449 -3.0108 -0.03 0.00 -0.01
C 2.5834 4.8691 -3.5870 0.01 0.00 0.00
C 1.2635 4.5162 -3.3469 -0.04 0.00 0.01
C 0.9717 3.4338 -2.5292 0.05 0.06 -0.01
C 1.9161 -0.2171 -1.9705 -0.19 -0.04 0.06
C 1.0273 -1.2684 -1.7100 0.02 0.26 -0.04
C 1.0600 -2.4372 -2.4523 -0.06 -0.05 -0.03
C 1.9981 -2.5527 -3.4698 -0.03 0.00 0.03
C 2.8724 -1.5076 -3.7521 -0.01 0.03 0.01
C 2.8290 -0.3358 -3.0145 -0.01 0.02 -0.03
H 2.8264 2.2122 2.1837 -0.04 -0.03 0.03
H 1.7454 2.9517 0.9766 0.02 0.05 -0.03
H 3.4865 3.2046 0.8737 0.03 0.02 0.02
H 3.7111 -2.8762 -0.0692 -0.01 0.03 0.03
H 5.3472 -3.9215 -1.5968 0.01 -0.01 0.00
H 7.0666 -2.5368 -2.7001 0.00 0.00 0.00
H 7.1710 -0.1056 -2.2832 0.02 -0.02 -0.02
H 5.5426 0.9606 -0.7716 0.02 -0.01 0.04
H 2.9475 -1.3139 3.4195 0.02 0.02 -0.05
H 4.1504 -1.1596 5.5725 0.01 0.00 0.01
H 6.0965 0.3418 5.7940 0.01 -0.01 0.00
H 6.8677 1.6799 3.8679 0.01 0.00 0.02
H 5.7118 1.5184 1.7070 -0.02 -0.01 -0.01
H 4.1495 2.4980 -1.7508 -0.04 -0.01 0.00
H 4.6485 4.4277 -3.1979 0.00 0.00 0.00
H 2.8079 5.7141 -4.2239 -0.01 0.00 0.00
H 0.4611 5.0865 -3.7946 0.00 0.00 -0.01
H -0.0593 3.1574 -2.3466 0.00 -0.01 0.00
H 0.3121 -1.2442 -0.8630 0.01 -0.09 0.19
H 0.3732 -3.2456 -2.2423 0.00 0.00 0.00
H 2.0378 -3.4596 -4.0585 0.00 0.00 0.01
H 3.5824 -1.6056 -4.5624 0.00 0.00 0.01
H 3.4939 0.4826 -3.2582 -0.01 0.00 0.02
```
Forces are in eV/Å.

Computed properties:
Spin multiplicity   2
HOMO level (alpha / beta)   -14.2 / -14.2 eV
Expectation value of S²   0.844
Energy   -88919.313 eV
M   915.4 g/mol
Net charge   +3